Entry 1:
{"formula": "C4H7NO", "method": "wB97M-V/def2-TZVPD", "e_tot_ev": -7794.8409, "smiles": "O=C[C@@H]1[C@H]2N[C@@H]12.[H][H]", "species": ["O", "C", "C", "C", "N", "C", "H", "H", "H", "H", "H", "H", "H"], "coordinates": [[2.290, 0.184, -0.858], [1.112, 0.454, -0.857], [0.169, 0.118, 0.245], [-1.255, -0.161, -0.150], [-1.835, 0.179, 1.172], [-0.953, 1.105, 0.431], [0.657, 1.007, -1.710], [0.591, -0.387, 1.115], [-1.747, -0.495, -1.051], [-2.800, 0.485, 1.010], [-1.108, 2.135, 0.143], [2.497, -1.962, 0.145], [2.381, -2.663, 0.366]]}

Entry 2:
{"formula": "C30H36F7Ge2N5O8PtS2", "method": "wB97M-V/def2-TZVPD", "e_tot_ev": -212499.7437, "charge": -1, "spin_multiplicity": 2, "species": ["Pt", "F", "C", "C", "N", "C", "C", "O", "O", "C", "O", "N", "C", "O", "H", "H", "H", "H", "C", "C", "C", "N", "N", "C", "N", "S", "H", "H", "H", "H", "H", "H", "H", "C", "Ge", "C", "C", "Ge", "C", "C", "C", "C", "C", "C", "C", "C", "C", "C", "C", "C", "H", "H", "H", "H", "H", "H", "H", "H", "H", "H", "H", "H", "H", "H", "H", "H", "H", "H", "H", "C", "S", "O", "O", "O", "H", "H", "H", "C", "C", "O", "C", "F", "F", "F", "C", "F", "F", "F", "H", "H", "H"], "coordinates": [[1.311, -0.085, 0.274], [2.009, 5.016, -0.755], [1.603, 4.316, -1.827], [1.795, 2.996, -1.888], [1.378, 2.236, -2.961], [1.589, 0.772, -3.004], [2.965, 0.430, -2.417], [3.894, 0.206, -3.191], [3.036, 0.459, -1.126], [0.682, 2.810, -4.005], [0.235, 2.193, -4.957], [0.525, 4.183, -3.899], [0.915, 5.037, -2.866], [0.654, 6.227, -2.903], [2.295, 2.480, -1.079], [1.545, 0.471, -4.038], [0.814, 0.253, -2.438], [0.027, 4.611, -4.661], [-3.924, 4.075, -1.759], [-2.405, 3.918, -1.894], [-1.822, 2.989, -0.874], [-1.012, 2.035, -1.127], [-0.613, 1.310, -0.026], [-1.134, 1.770, 1.101], [-0.979, 1.264, 2.329], [-2.198, 3.114, 0.835], [-4.302, 4.763, -2.518], [-4.194, 4.470, -0.776], [-4.424, 3.111, -1.885], [-1.923, 4.896, -1.797], [-2.148, 3.519, -2.875], [-0.201, 0.633, 2.435], [-1.196, 1.843, 3.117], [-3.428, -3.136, -1.168], [-1.915, -1.905, -1.488], [-0.935, -2.508, -3.089], [-2.822, -0.263, -2.067], [-0.413, -1.914, 0.505], [-0.152, -3.848, 0.765], [0.315, -4.357, 1.980], [0.377, -5.725, 2.202], [-0.011, -6.610, 1.203], [-0.432, -6.118, -0.024], [-0.494, -4.746, -0.240], [-1.645, -1.567, 2.030], [-1.272, -1.727, 3.367], [-2.179, -1.501, 4.395], [-3.471, -1.074, 4.105], [-3.844, -0.866, 2.783], [-2.935, -1.109, 1.759], [-3.950, -3.295, -2.116], [-4.124, -2.692, -0.450], [-3.095, -4.097, -0.772], [-1.455, -3.335, -3.580], [0.073, -2.830, -2.817], [-0.851, -1.673, -3.791], [-3.591, -0.566, -2.787], [-2.114, 0.402, -2.561], [-3.300, 0.282, -1.248], [0.671, -3.681, 2.746], [0.741, -6.102, 3.152], [0.034, -7.680, 1.376], [-0.703, -6.803, -0.820], [-0.793, -4.382, -1.217], [-0.256, -2.016, 3.615], [-1.879, -1.659, 5.426], [-4.182, -0.902, 4.906], [-4.845, -0.515, 2.549], [-3.239, -0.936, 0.731], [4.304, -2.115, -0.416], [2.663, -2.632, -0.027], [2.706, -4.067, 0.060], [1.724, -2.117, -1.073], [2.297, -1.947, 1.260], [4.950, -2.708, 0.234], [4.404, -1.048, -0.231], [4.484, -2.337, -1.470], [2.447, 3.691, 2.490], [2.525, 2.190, 2.219], [1.586, 1.826, 1.279], [2.265, 1.438, 3.567], [3.247, 1.559, 4.478], [1.139, 1.931, 4.161], [2.045, 0.123, 3.392], [3.971, 1.868, 1.750], [4.214, 2.474, 0.580], [4.173, 0.547, 1.601], [4.918, 2.310, 2.620], [1.451, 3.930, 2.853], [2.609, 4.210, 1.545], [3.192, 4.007, 3.223]]}

Entry 3:
{"formula": "C5H11O2", "method": "wB97M-V/def2-TZVPD", "e_tot_ev": -9454.8336, "spin_multiplicity": 2, "species": ["C", "C", "H", "H", "H", "H", "H", "H", "C", "C", "C", "O", "O", "H", "H", "H", "H", "H"], "coordinates": [[2.067, 1.493, -2.139], [1.282, 2.300, -1.123], [1.555, 0.575, -2.222], [2.190, 2.078, -3.117], [2.903, 1.224, -1.611], [0.537, 2.912, -1.667], [2.018, 3.044, -0.745], [0.609, 1.704, -0.366], [-1.167, -0.989, -0.162], [-1.902, -2.207, 0.390], [-0.314, -0.392, 1.016], [-0.267, 0.813, 1.038], [0.178, -1.259, 1.718], [-0.568, -1.249, -1.003], [-1.859, -0.387, -0.692], [-1.942, -2.291, 1.479], [-1.578, -3.094, -0.026], [-2.958, -2.178, 0.025]]}

Entry 4:
{"formula": "C4H7NO", "method": "wB97M-V/def2-TZVPD", "e_tot_ev": -7796.1843, "smiles": "CC/N=C1\\CO1", "species": ["C", "C", "N", "C", "C", "O", "H", "H", "H", "H", "H", "H", "H"], "coordinates": [[-0.333, -0.466, 2.180], [-0.347, -0.772, 0.647], [-0.690, 0.380, -0.218], [-0.123, 0.703, -1.275], [0.706, 0.867, -2.457], [-0.254, 1.821, -2.006], [0.639, 0.055, 2.417], [-1.145, 0.148, 2.462], [-0.383, -1.312, 2.713], [-1.050, -1.551, 0.412], [0.704, -1.232, 0.664], [1.744, 1.143, -2.194], [0.532, 0.216, -3.347]]}

Entry 5:
{"formula": "C27H57Br3N6O6", "method": "wB97M-V/def2-TZVPD", "e_tot_ev": -260270.9575, "spin_multiplicity": 3, "species": ["C", "Br", "Br", "Br", "H", "C", "C", "C", "C", "C", "C", "N", "O", "C", "C", "C", "H", "H", "H", "H", "H", "H", "H", "H", "H", "H", "H", "H", "H", "H", "H", "H", "H", "H", "C", "C", "C", "C", "C", "C", "N", "O", "C", "C", "C", "H", "H", "H", "H", "H", "H", "H", "H", "H", "H", "H", "H", "H", "H", "H", "H", "H", "H", "O", "C", "N", "C", "H", "H", "H", "H", "H", "O", "C", "N", "C", "H", "H", "H", "H", "H", "O", "C", "N", "C", "H", "H", "H", "H", "H", "O", "C", "N", "C", "H", "H", "H", "H", "H"], "coordinates": [[1.768, -3.034, 5.038], [3.274, -1.725, 4.948], [0.546, -3.263, 3.581], [0.634, -2.389, 6.515], [2.191, -3.984, 5.364], [-1.626, 8.286, -0.181], [-1.738, 6.892, -0.770], [-1.664, 7.023, -2.321], [-0.311, 7.386, -2.820], [0.767, 6.375, -2.251], [0.633, 5.960, -0.792], [-0.771, 5.923, -0.264], [-0.902, 5.524, 1.136], [1.154, 4.443, -0.724], [1.620, 6.871, 0.033], [-3.167, 6.375, -0.612], [-2.251, 8.340, 0.710], [-1.908, 9.027, -0.929], [-0.634, 8.657, 0.074], [-1.898, 6.065, -2.785], [-2.475, 7.676, -2.643], [0.024, 8.396, -2.585], [-0.233, 7.267, -3.901], [1.753, 6.785, -2.470], [0.671, 5.436, -2.795], [1.226, 4.108, 0.311], [0.455, 3.781, -1.237], [2.148, 4.312, -1.152], [1.373, 7.933, 0.025], [1.419, 6.793, 1.101], [2.673, 6.769, -0.227], [-3.974, 7.018, -0.962], [-3.248, 6.251, 0.468], [-3.175, 5.393, -1.085], [-0.185, -2.928, -7.493], [-1.425, -2.163, -7.178], [-2.411, -2.763, -8.209], [-3.940, -2.364, -7.928], [-4.388, -2.704, -6.488], [-3.387, -2.251, -5.409], [-1.945, -2.502, -5.808], [-1.018, -2.439, -4.733], [-3.700, -0.685, -5.088], [-3.745, -3.221, -4.248], [-1.382, -0.686, -7.455], [0.670, -2.525, -6.951], [0.124, -2.814, -8.532], [-0.246, -3.977, -7.204], [-2.109, -2.450, -9.208], [-2.368, -3.838, -8.038], [-4.783, -2.680, -8.541], [-4.021, -1.281, -8.014], [-4.392, -3.793, -6.445], [-5.339, -2.250, -6.208], [-2.874, -0.250, -4.526], [-4.032, -0.039, -5.901], [-4.620, -0.802, -4.515], [-3.473, -4.275, -4.193], [-3.306, -2.836, -3.328], [-4.831, -3.291, -4.184], [-0.986, -0.544, -8.460], [-0.735, -0.167, -6.746], [-2.341, -0.190, -7.304], [3.632, -11.178, 5.092], [2.606, -11.561, 5.622], [2.708, -12.723, 6.284], [1.323, -10.814, 5.645], [3.553, -13.276, 6.298], [2.017, -13.036, 6.951], [0.525, -11.520, 5.413], [1.185, -10.062, 4.868], [1.171, -10.307, 6.598], [-6.243, 2.037, 7.815], [-6.885, 1.349, 6.971], [-8.170, 1.006, 7.145], [-6.133, 0.795, 5.696], [-8.526, 0.174, 6.697], [-8.661, 1.219, 8.001], [-6.794, 0.274, 5.003], [-5.295, 0.133, 5.913], [-5.663, 1.690, 5.289], [7.610, 4.154, 7.594], [6.941, 3.407, 8.283], [7.604, 2.508, 9.078], [5.459, 3.554, 8.246], [7.057, 1.993, 9.754], [8.552, 2.326, 8.783], [5.017, 3.364, 7.268], [5.203, 4.548, 8.614], [5.019, 2.916, 9.012], [8.925, -6.081, 1.312], [8.099, -5.397, 0.712], [8.195, -4.050, 0.704], [6.765, -5.958, 0.211], [7.600, -3.500, 0.101], [9.020, -3.663, 1.141], [6.106, -5.866, 1.075], [6.870, -7.024, 0.011], [6.438, -5.394, -0.662]]}

Entry 6:
{"formula": "H2N5O", "method": "wB97M-V/def2-TZVPD", "e_tot_ev": -9515.3789, "smiles": "O=[n+]1nn[nH][nH]1", "charge": 1, "species": ["O", "N", "N", "N", "N", "N", "H", "H"], "coordinates": [[-2.030, 0.359, -2.513], [-1.453, -0.305, -1.397], [-1.770, -1.481, -0.944], [-1.022, -1.801, -0.028], [-0.230, -0.812, 0.272], [-0.481, 0.233, -0.579], [0.659, -0.763, 0.816], [0.109, 0.975, -0.995]]}

Entry 7:
{"formula": "C32H43HgN6O10SSi", "method": "wB97M-V/def2-TZVPD", "e_tot_ev": -86189.9568, "charge": -2, "spin_multiplicity": 2, "species": ["Hg", "O", "C", "O", "C", "C", "C", "C", "C", "N", "C", "O", "O", "H", "H", "H", "H", "H", "N", "C", "S", "N", "N", "C", "C", "C", "C", "C", "C", "C", "C", "C", "C", "C", "C", "N", "H", "H", "H", "H", "H", "H", "H", "H", "H", "H", "H", "O", "N", "O", "C", "C", "C", "C", "O", "Si", "O", "O", "C", "C", "C", "C", "O", "C", "C", "C", "C", "H", "H", "H", "H", "H", "H", "H", "H", "H", "H", "H", "H", "H", "H", "H", "H", "H", "H", "H", "H", "H", "H", "H", "H", "H", "H", "H"], "coordinates": [[0.279, 1.056, -2.028], [2.776, 2.740, 1.293], [2.199, 2.748, 0.088], [1.062, 3.097, -0.103], [3.135, 2.321, -1.004], [4.492, 2.559, -0.879], [5.351, 2.091, -1.901], [4.815, 1.434, -2.967], [3.412, 1.246, -3.053], [2.580, 1.693, -2.039], [2.795, 0.706, -4.214], [3.664, 0.288, -5.196], [1.582, 0.688, -4.440], [2.055, 2.498, 1.940], [4.875, 3.069, -0.008], [6.417, 2.275, -1.841], [5.432, 1.068, -3.776], [3.115, -0.242, -5.785], [-2.609, 4.657, -2.595], [-1.951, 3.439, -2.673], [-0.318, 3.468, -3.181], [-2.708, 2.395, -2.439], [-2.066, 1.216, -2.429], [-2.702, 0.112, -2.553], [-4.169, 0.107, -2.780], [-4.721, 0.848, -3.824], [-6.095, 0.928, -3.988], [-6.944, 0.271, -3.107], [-6.405, -0.463, -2.060], [-5.030, -0.544, -1.898], [-1.934, -1.149, -2.413], [-2.590, -2.346, -2.628], [-1.917, -3.543, -2.279], [-0.645, -3.506, -1.847], [0.130, -2.243, -1.933], [-0.652, -1.051, -2.018], [-1.975, 5.428, -2.467], [-3.411, 4.647, -1.979], [-4.058, 1.365, -4.504], [-6.509, 1.502, -4.808], [-8.018, 0.346, -3.227], [-7.061, -0.974, -1.364], [-4.609, -1.102, -1.072], [-3.613, -2.366, -2.972], [-2.461, -4.483, -2.299], [-0.120, -4.387, -1.498], [0.864, -2.146, -1.132], [2.599, -3.043, -1.928], [2.262, -2.732, -3.028], [0.991, -2.414, -3.170], [-1.193, -2.533, 1.005], [-1.572, -1.528, 2.092], [-2.343, -2.243, 3.208], [-2.433, -0.427, 1.467], [-0.413, -0.982, 2.699], [0.779, -0.074, 1.960], [0.667, 0.179, 0.436], [0.759, 1.393, 2.824], [0.493, 1.691, 4.185], [-1.006, 1.553, 4.472], [1.283, 0.772, 5.121], [0.918, 3.147, 4.398], [2.167, -0.759, 2.574], [3.129, -1.566, 1.921], [3.756, -0.827, 0.740], [4.202, -1.870, 2.972], [2.498, -2.870, 1.430], [-2.080, -3.001, 0.574], [-0.544, -3.308, 1.420], [-0.658, -2.002, 0.220], [-3.217, -2.756, 2.803], [-2.674, -1.525, 3.962], [-1.688, -2.971, 3.690], [-3.322, -0.854, 0.998], [-1.841, 0.092, 0.710], [-2.742, 0.294, 2.228], [-1.305, 0.525, 4.281], [-1.568, 2.208, 3.803], [-1.226, 1.815, 5.509], [0.981, -0.261, 4.948], [1.105, 1.040, 6.165], [2.348, 0.850, 4.897], [0.412, 3.783, 3.670], [1.995, 3.250, 4.248], [0.664, 3.479, 5.406], [4.229, 0.092, 1.084], [2.971, -0.559, 0.032], [4.491, -1.455, 0.232], [4.635, -0.933, 3.327], [4.990, -2.495, 2.546], [3.750, -2.388, 3.821], [1.769, -2.642, 0.651], [1.984, -3.370, 2.256], [3.257, -3.534, 1.014]]}

Entry 8:
{"formula": "C48H30Br2MnN6O4S2", "method": "wB97M-V/def2-TZVPD", "e_tot_ev": -260473.0257, "spin_multiplicity": 2, "species": ["Mn", "O", "C", "O", "C", "C", "C", "N", "C", "C", "C", "C", "C", "C", "C", "N", "C", "C", "C", "C", "C", "N", "H", "H", "H", "H", "H", "H", "H", "H", "H", "H", "S", "C", "C", "C", "C", "C", "C", "N", "C", "C", "C", "C", "C", "C", "C", "C", "N", "C", "C", "C", "C", "C", "S", "C", "H", "H", "H", "H", "H", "H", "H", "H", "H", "H", "H", "H", "Br", "C", "C", "C", "C", "C", "N", "H", "H", "H", "H", "Br", "C", "C", "C", "C", "C", "C", "C", "O", "O", "H", "H", "H", "H"], "coordinates": [[-0.270, 0.219, 0.250], [6.245, -1.046, 1.813], [5.846, -0.446, 0.809], [6.361, -0.236, -0.304], [4.379, 0.060, 0.902], [3.517, -0.477, 1.847], [2.162, -0.214, 1.735], [1.674, 0.584, 0.775], [2.514, 1.220, -0.054], [3.875, 0.957, -0.035], [1.828, 2.174, -0.964], [2.493, 3.053, -1.809], [1.740, 3.960, -2.537], [0.362, 3.976, -2.383], [-0.217, 3.053, -1.527], [0.498, 2.159, -0.856], [1.105, -0.782, 2.592], [1.336, -1.454, 3.783], [0.252, -1.844, 4.548], [-1.029, -1.535, 4.113], [-1.181, -0.877, 2.906], [-0.139, -0.527, 2.149], [3.939, -1.139, 2.591], [4.564, 1.372, -0.758], [3.571, 3.040, -1.879], [2.228, 4.659, -3.202], [-0.256, 4.688, -2.911], [-1.288, 3.015, -1.370], [2.348, -1.645, 4.106], [0.405, -2.366, 5.482], [-1.901, -1.794, 4.695], [-2.154, -0.601, 2.524], [-7.215, -1.395, -0.338], [-8.182, -0.088, 0.187], [-7.430, 0.931, 0.684], [-6.039, 0.654, 0.644], [-5.764, -0.579, 0.117], [-4.447, -1.189, -0.075], [-3.312, -0.357, 0.025], [-2.082, -0.796, -0.114], [-1.884, -2.108, -0.398], [-2.941, -3.016, -0.515], [-2.642, -4.391, -0.801], [-1.370, -4.808, -0.972], [-0.268, -3.891, -0.880], [1.070, -4.276, -1.063], [2.074, -3.336, -0.982], [1.689, -2.008, -0.711], [0.449, -1.617, -0.500], [-0.535, -2.549, -0.592], [3.500, -3.641, -1.103], [4.547, -2.761, -1.137], [5.815, -3.392, -1.156], [5.710, -4.748, -1.151], [4.079, -5.268, -1.123], [-4.245, -2.525, -0.338], [-9.254, -0.140, 0.097], [-7.848, 1.849, 1.068], [-5.279, 1.342, 0.996], [-3.406, 0.697, 0.251], [-3.464, -5.091, -0.881], [-1.155, -5.846, -1.189], [1.301, -5.315, -1.270], [2.457, -1.251, -0.656], [4.460, -1.685, -1.139], [6.739, -2.835, -1.140], [6.502, -5.477, -1.154], [-5.084, -3.209, -0.404], [-3.043, 1.176, -2.994], [-1.336, 0.721, -3.688], [-1.130, 0.909, -5.049], [0.120, 0.607, -5.557], [1.097, 0.136, -4.692], [0.772, -0.015, -3.358], [-0.429, 0.272, -2.846], [-1.927, 1.283, -5.673], [0.326, 0.741, -6.611], [2.091, -0.110, -5.038], [1.514, -0.373, -2.653], [1.539, 6.454, 4.685], [0.419, 5.265, 3.718], [0.969, 4.127, 3.153], [0.142, 3.267, 2.446], [-1.214, 3.537, 2.306], [-1.743, 4.684, 2.887], [-0.931, 5.556, 3.595], [-2.119, 2.602, 1.535], [-3.325, 2.865, 1.460], [-1.582, 1.592, 0.981], [2.024, 3.918, 3.263], [0.546, 2.371, 1.994], [-2.800, 4.878, 2.771], [-1.336, 6.450, 4.047]]}